The following is a DFT calculation (ωB97M-V with the def2-TZVPD basis set) of a cluster of 19 separate species, C46H55Cl72N2O4 in total.

Summary:
Energy relative to the best compared isomer or geometry (same formula, charge and spin) ... 0.0 kcal/mol
Charge ... +1
Gap between HOMO and LUMO ... 7.90 eV
E ... -961356.23393 eV
Maximum force ... 4.640 eV Å⁻¹

Each line ends with the Mulliken charge.
Element x y z (Å)
C -1.80035 -0.38992 0.93967  -1.087
C -1.71692 0.24548 -0.33299  -0.753
C -2.21495 1.75830 -0.65812  2.558
C -1.16798 2.75040 -0.02149  -0.981
C 0.29353 2.12100 0.29652  -0.663
O 1.01504 1.69172 -0.90070  -0.322
C 1.70892 0.48346 -0.52073  0.126
O 2.86677 0.53160 -0.05709  -0.495
C -3.58230 1.91415 0.22447  -1.717
O -4.51954 0.91182 -0.21602  -0.307
C -4.92792 1.09763 -1.58931  0.713
C -5.16298 -0.28541 -2.35833  -0.564
C -4.16974 -1.46252 -1.91767  -0.377
N -3.08101 -1.56565 -2.93716  -0.273
O -6.23478 1.76995 -1.56327  -0.300
C -6.98356 1.41858 -0.37596  0.179
C -8.52947 1.83751 -0.68857  1.329
C -9.26060 2.51895 0.56186  -0.548
C -9.05663 1.55892 1.83208  -0.490
C -3.97947 2.14014 -2.41463  -1.692
N -2.51695 1.84056 -2.11060  0.806
C -1.60246 2.62454 -2.99697  0.121
C -2.13198 4.05034 -3.48886  -0.854
C -2.43155 5.13549 -2.35156  -0.038
C -3.79655 5.91854 -2.77841  0.062
C -3.80810 7.37772 -2.09552  -0.810
C -5.24411 8.08933 -2.11805  -0.753
C -6.44255 7.17374 -1.57360  -0.495
C -7.32330 6.48604 -2.75273  -0.341
C -8.42681 5.56348 -2.00226  0.410
C -9.77363 5.36118 -2.84182  -0.647
C -9.51597 5.04058 -4.39326  -0.825
C -8.71650 3.66791 -4.65323  0.263
C -9.63140 2.35868 -4.36297  -0.859
H -0.90454 -0.66760 1.59649  0.259
H -2.83510 -0.64238 1.38294  0.128
H -1.21525 -0.35131 -1.18585  0.414
H -0.95110 3.71574 -0.57961  0.148
H -1.56167 3.07259 1.01591  0.446
H 0.89530 3.02030 0.70610  0.540
H 0.27804 1.36046 1.14098  0.254
H 1.22711 -0.54681 -0.57762  0.441
H -4.00078 2.99256 0.16681  0.090
H -3.37333 1.76166 1.34754  0.855
H -5.17158 -0.19828 -3.49446  0.318
H -6.22398 -0.63312 -2.06506  0.284
H -4.78239 -2.44138 -1.99569  0.458
H -3.80732 -1.41093 -0.84209  0.027
H -2.26931 -2.10015 -2.59972  0.163
H -3.51202 -2.04127 -3.74945  0.186
H -6.69773 2.04255 0.55089  -0.158
H -7.01541 0.29664 -0.15713  0.207
H -8.49148 2.57154 -1.57896  -0.919
H -9.08531 0.91868 -1.06633  -0.342
H -10.38140 2.57155 0.28677  0.364
H -8.91075 3.58994 0.73053  0.193
H -9.08983 0.46497 1.49528  -0.081
H -8.01566 1.79975 2.26095  0.184
H -9.86946 1.75651 2.62533  0.379
H -4.30971 3.17043 -2.08044  -0.299
H -4.20421 1.92171 -3.52273  0.622
H -2.44619 0.84802 -2.45276  0.199
H -1.50282 2.01859 -3.97316  -0.278
H -0.52888 2.75130 -2.64813  0.374
H -3.03960 3.99231 -4.19929  0.321
H -1.28920 4.48929 -4.14715  0.444
H -2.72972 4.55248 -1.39956  0.066
H -1.56344 5.86292 -2.15591  0.614
H -3.95948 5.94404 -3.90454  0.445
H -4.66184 5.29305 -2.33400  -0.530
H -3.34549 7.31547 -1.05301  0.308
H -3.10531 8.02839 -2.74182  0.284
H -5.19893 9.03380 -1.45471  0.290
H -5.53622 8.47971 -3.16306  0.346
H -7.19675 7.73800 -0.91837  0.475
H -6.04437 6.29459 -0.93666  0.090
H -7.83607 7.25263 -3.42020  0.458
H -6.65786 5.76137 -3.33602  0.047
H -8.71195 6.03672 -0.99134  0.470
H -7.89170 4.57729 -1.74944  -0.663
H -10.40858 4.50312 -2.40064  0.182
H -10.42143 6.31128 -2.80143  0.341
H -9.00941 5.91236 -4.94995  0.268
H -10.53796 4.91122 -4.90597  0.403
H -8.46181 3.63862 -5.77612  0.534
H -7.72474 3.61148 -4.07625  -0.433
H -10.57713 2.71399 -3.81578  0.256
H -9.93360 1.87820 -5.35776  0.348
H -9.04994 1.58326 -3.76456  0.028
C -6.02924 0.51343 5.12312  0.040
Cl -5.71855 2.18499 5.63577  0.007
Cl -5.25996 0.22548 3.54470  -0.004
Cl -5.35679 -0.60910 6.32332  0.047
Cl -7.77960 0.25272 4.98243  -0.097
C 6.26746 -0.10929 -1.06545  0.269
Cl 7.90276 -0.50590 -1.62930  0.027
Cl 5.42219 -1.60498 -0.60571  -0.107
Cl 6.37179 0.96777 0.34222  -0.100
Cl 5.37193 0.70408 -2.36921  -0.099
C -5.09651 -3.33228 9.43049  0.335
Cl -5.57932 -4.99167 9.02479  -0.049
Cl -6.51134 -2.26280 9.33259  -0.090
Cl -4.43840 -3.29374 11.07941  -0.093
Cl -3.85486 -2.77920 8.28439  -0.099
C 10.73267 -2.25540 0.56199  0.158
Cl 10.97267 -0.57052 1.06930  -0.079
Cl 11.57732 -2.54620 -0.97627  0.061
Cl 11.37996 -3.34450 1.80685  -0.109
Cl 8.99722 -2.56454 0.34490  -0.032
C -6.64890 -8.67766 11.13783  0.332
Cl -5.22655 -9.56203 10.54621  -0.093
Cl -7.36678 -9.55631 12.50395  -0.095
Cl -6.15832 -7.05522 11.66845  -0.051
Cl -7.84391 -8.53597 9.83077  -0.097
C -10.95624 -2.50358 0.54635  0.298
Cl -9.78285 -2.20059 1.84434  -0.067
Cl -10.67436 -1.35468 -0.77783  -0.086
Cl -10.76088 -4.16344 -0.05384  -0.093
Cl -12.60338 -2.29029 1.17308  -0.090
C -1.96992 -1.04242 -7.20179  0.227
Cl -0.31432 -1.40019 -7.73056  -0.057
Cl -2.79012 -2.55565 -6.76178  -0.088
Cl -1.93254 0.05332 -5.79101  -0.124
Cl -2.85171 -0.25817 -8.52702  -0.092
C 10.77491 -5.50383 -4.07179  0.254
Cl 9.82697 -4.37979 -3.07824  -0.019
Cl 9.73491 -6.19312 -5.33702  -0.116
Cl 12.13087 -4.63633 -4.82817  -0.099
Cl 11.40988 -6.80821 -3.04885  -0.024
C 12.48370 2.09524 -2.02963  0.248
Cl 13.74006 2.44939 -3.23596  -0.120
Cl 12.90138 2.88065 -0.49197  -0.102
Cl 10.92019 2.71328 -2.60475  -0.101
Cl 12.37328 0.34038 -1.78601  0.092
C 13.79212 -10.47202 -2.35639  0.312
Cl 15.28381 -11.29965 -2.84700  -0.059
Cl 13.02100 -11.37121 -1.03185  -0.100
Cl 14.18642 -8.82963 -1.80665  -0.057
Cl 12.67937 -10.38476 -3.73839  -0.099
C 17.89802 -11.69666 0.44460  0.276
Cl 18.09338 -10.00910 0.96191  -0.049
Cl 18.77575 -11.95388 -1.07965  -0.139
Cl 18.54928 -12.78018 1.69215  -0.034
Cl 16.17356 -12.04091 0.19902  -0.036
C 15.23223 -2.43098 -2.45661  0.226
Cl 13.80404 -3.38790 -2.91783  -0.003
Cl 16.63446 -2.97337 -3.40346  -0.104
Cl 14.92813 -0.71256 -2.78214  -0.058
Cl 15.56321 -2.65598 -0.72534  -0.096
C 20.92356 -15.82076 3.12418  0.341
Cl 19.53113 -15.82399 4.22745  -0.092
Cl 22.02753 -14.50200 3.56806  -0.088
Cl 21.77746 -17.37365 3.24335  -0.102
Cl 20.35681 -15.58206 1.45810  -0.073
C -2.92083 3.35933 8.70714  0.128
Cl -3.72017 4.63034 7.75214  0.108
Cl -1.16374 3.44482 8.45680  -0.072
Cl -3.28461 3.59662 10.42952  -0.086
Cl -3.51210 1.76642 8.19302  -0.042
C 19.88081 -6.66788 -0.40519  0.299
Cl 19.23108 -6.35379 1.21874  -0.117
Cl 21.62605 -6.33697 -0.41875  -0.100
Cl 19.59537 -8.36678 -0.83591  -0.034
Cl 19.06838 -5.61282 -1.58158  -0.053
C -0.82473 7.83249 8.36485  0.309
Cl -1.41958 9.45968 8.75583  -0.093
Cl 0.94858 7.85716 8.26849  -0.094
Cl -1.33195 6.69644 9.63211  -0.061
Cl -1.49535 7.31868 6.80164  -0.079
C -6.28387 6.92561 5.80030  0.215
Cl -4.93991 7.88246 6.45824  -0.046
Cl -5.81627 5.21197 5.73140  -0.034
Cl -7.70812 7.10760 6.84449  -0.086
Cl -6.67167 7.49885 4.16388  -0.093
C 1.80392 -1.98018 -3.90584  0.122
Cl 3.08590 -1.62195 -5.08038  -0.107
Cl 2.19642 -1.18162 -2.35574  -0.012
Cl 0.25004 -1.41139 -4.56302  0.114
Cl 1.70826 -3.73380 -3.64290  -0.109